1 | Formula: C4H13N2S2
Source: OMol25
Level of theory: ωB97M-V/def2-TZVPD

Each line ends with the Mulliken charge.
CARTESIAN COORDINATES (ANGSTROEM)
1 N -0.75134 -1.33240 0.75702  -0.6802
2 C -2.09208 -0.59711 1.12064  -0.4703
3 C -2.43912 0.78568 0.48431  -0.7800
4 S -0.78148 1.71780 -0.08795  -0.1184
5 S -0.48739 0.90847 -1.83232  -0.0365
6 C 1.17062 0.21427 -1.77495  -0.5984
7 C 2.09335 0.74869 -0.76658  -0.7449
8 N 2.03552 -0.03007 0.50593  -0.2324
9 H -0.80925 -2.14967 1.32251  0.2349
10 H -0.69949 -1.83637 -0.10295  0.2624
11 H -2.23863 -0.62326 2.23076  0.3523
12 H -2.93089 -1.35546 0.91770  0.3413
13 H -2.95946 0.79082 -0.37011  0.4788
14 H -2.77373 1.44344 1.26753  0.3620
15 H 1.15156 -0.86232 -1.72811  0.3967
16 H 1.54648 0.39389 -2.84328  0.3275
17 H 3.28347 0.82665 -0.99121  0.3633
18 H 1.94587 1.75946 -0.57609  0.4103
19 H 2.06342 0.51049 1.32761  0.3657
20 H 2.72810 -0.67641 0.45590  0.3669
21 H 0.94446 -0.63658 0.68365  0.3989

Its total charge is +1. Its LUMO energy is -2.98 eV. The calculation puts the HOMO energy at -11.90 eV.

=====

2 | Formula: C4H13N2S2
Source: OMol25
Level of theory: ωB97M-V/def2-TZVPD

Each line ends with the Mulliken charge.
CARTESIAN COORDINATES (ANGSTROEM)
1 N -3.11464 0.67904 -1.15166  -0.4663
2 C -1.92620 1.11093 -0.56672  -0.5766
3 C -1.64184 0.66615 0.91883  -0.5002
4 S -1.71515 -1.14664 0.87346  -0.1736
5 S 1.15616 0.83141 -0.96336  0.0372
6 C 1.30485 -0.73386 -0.03151  -0.3304
7 C 2.88337 -1.12698 0.01474  -0.7214
8 N 3.73255 -0.09577 0.55010  -0.3686
9 H -3.88534 1.23782 -0.71559  0.3278
10 H -3.27082 -0.35518 -0.91826  -0.0748
11 H -3.03946 -1.27587 -0.71241  0.4251
12 H -1.67381 2.17825 -0.60154  0.3920
13 H -1.06956 0.76589 -1.16187  0.2240
14 H -2.48257 0.77816 1.60478  0.3344
15 H -0.66649 0.99861 1.23426  0.4558
16 H 0.76867 -1.51541 -0.58527  0.4495
17 H 1.02323 -0.59047 1.01161  0.3132
18 H 2.94720 -2.05999 0.57341  0.3854
19 H 3.18384 -1.09853 -1.01319  0.4171
20 H 3.49733 0.78922 0.12044  0.1913
21 H 3.98868 -0.03680 1.51972  0.2592

Its total charge is +1. Its LUMO energy is -8.45 eV. The calculation puts the HOMO energy at -12.75 eV.

=====

Of them, 1 has the highest stability.

=====

1 | Formula: C5H13NSi
Source: OMol25
Level of theory: ωB97M-V/def2-TZVPD

Each line ends with the Mulliken charge.
CARTESIAN COORDINATES (ANGSTROEM)
1 C 2.01387 -0.34547 -0.37153  -0.4232
2 C 1.93047 0.47464 0.84395  -0.4969
3 C 0.70003 -0.28819 -1.16724  -0.6403
4 C -1.58236 1.57478 -0.48656  -1.0614
5 C -1.80911 -1.61985 0.35916  -1.1485
6 N 0.16698 0.31420 1.36205  -0.5847
7 Si -0.75023 -0.08509 -0.03843  0.3084
8 H 2.89577 0.08442 -0.98315  0.2705
9 H 2.19148 -1.36465 -0.18179  0.3033
10 H 2.42023 0.15575 1.76707  0.2858
11 H 2.16492 1.51157 0.69631  0.2635
12 H 0.57242 0.75323 -1.80753  0.1567
13 H 0.79551 -1.04856 -1.85410  0.5555
14 H -2.23083 1.94563 0.33945  0.3227
15 H -0.76670 2.34847 -0.66827  0.2433
16 H -2.40120 1.60025 -1.23787  0.3555
17 H -2.86159 -1.38580 0.02139  0.2999
18 H -1.61407 -2.56790 -0.04067  0.3675
19 H -1.97761 -1.55737 1.47896  0.3293
20 H 0.14202 -0.50006 1.96876  0.2930

Its LUMO energy is 0.93 eV. The calculation puts the HOMO energy at -8.91 eV.

=====

2 | Formula: C5H13NSi
Source: OMol25
Level of theory: ωB97M-V/def2-TZVPD

Each line ends with the Mulliken charge.
CARTESIAN COORDINATES (ANGSTROEM)
1 C -3.61313 0.40680 -0.40243  -0.8200
2 C -2.70696 -0.14276 0.30690  -0.0621
3 C -1.37836 -0.55952 -0.03731  -0.1767
4 N -0.46938 0.32401 0.55488  -0.2739
5 Si 1.25773 0.07880 0.44975  0.2426
6 C 1.97812 1.63461 -0.35750  -0.8441
7 C 2.05281 -1.69929 -0.29722  -1.0848
8 H -4.54021 0.54609 0.18403  0.2306
9 H -3.63056 0.51311 -1.49906  0.2758
10 H -2.98832 -0.09113 1.37672  0.1814
11 H -1.14275 -1.69328 0.34004  0.2084
12 H -1.20077 -0.51936 -1.16400  0.2530
13 H -0.80797 0.42683 1.52442  0.2636
14 H 1.75832 0.37328 1.84612  -0.1449
15 H 1.93928 1.88314 -1.53628  0.2613
16 H 1.64540 2.48213 0.29284  0.2633
17 H 3.05038 1.50597 -0.05925  0.2474
18 H 2.21072 -2.32911 0.57152  0.3228
19 H 1.46404 -2.11564 -1.04998  0.3294
20 H 3.04048 -1.38284 -0.59407  0.3266

Its LUMO energy is 0.91 eV. The calculation puts the HOMO energy at -8.92 eV.

=====

Of them, 1 has the highest stability.

=====

1 | Formula: C5H14N3
Source: OMol25
Level of theory: ωB97M-V/def2-TZVPD

Each line ends with the Löwdin spin population.
CARTESIAN COORDINATES (ANGSTROEM)
1 C -0.11972 -2.72643 1.24815  0.0023
2 C 0.33644 -1.59443 0.35043  0.0146
3 C -0.50847 -0.34438 0.66672  0.0450
4 C -0.27921 0.82693 -0.30567  0.3973
5 C -1.37347 1.53340 -0.75750  0.1433
6 N -1.32366 2.74824 -1.30666  0.2729
7 N 1.01499 1.16975 -0.74202  0.0603
8 N 1.79642 -1.27814 0.64688  0.0006
9 H 0.04412 -3.73492 0.88735  0.0003
10 H 0.32188 -2.61448 2.24761  0.0005
11 H -1.13274 -2.65129 1.67320  0.0003
12 H 0.22546 -1.90719 -0.69202  0.0000
13 H -1.55099 -0.69689 0.66239  0.0007
14 H -0.17958 0.11435 1.61620  0.0201
15 H -2.39019 1.16418 -0.79368  0.0005
16 H -2.13357 3.04145 -1.85004  0.0056
17 H -0.48249 3.23283 -1.59808  0.0066
18 H 1.35172 2.08797 -0.42127  0.0192
19 H 1.12920 1.33636 -1.74600  0.0100
20 H 1.99694 -0.40827 0.10906  -0.0002
21 H 1.90444 -1.00962 1.63198  0.0002
22 H 2.43705 -2.06375 0.50823  0.0001

The multiplicity is 2. Its total charge is +2. Its LUMO energy (spin up / spin down) is -7.24 / -10.75 eV. The calculation puts the HOMO energy (spin up / spin down) at -18.26 / -19.52 eV.

=====

2 | Formula: C5H14N3
Source: OMol25
Level of theory: ωB97M-V/def2-TZVPD

Each line ends with the Löwdin spin population.
CARTESIAN COORDINATES (ANGSTROEM)
1 C -2.67375 1.64109 -1.02356  0.0597
2 C -1.37887 0.86562 -0.94204  0.3113
3 C -0.45034 0.50004 -1.85055  0.4950
4 C 1.12856 -0.77667 0.70196  0.0107
5 N 4.65831 0.31171 0.12711  -0.0014
6 C 3.60327 -0.41500 0.15987  -0.0001
7 N 2.24748 0.05572 0.14752  0.0028
8 N -2.66850 -1.69975 2.01710  0.0016
9 H -2.46269 2.64900 -0.61500  0.0070
10 H -2.99367 1.75690 -2.06060  0.0010
11 H -3.45932 1.09443 -0.50987  0.0170
12 H -1.11300 0.71391 0.11920  0.0352
13 H -0.58725 -0.28382 -2.60499  0.0276
14 H 0.54908 0.87335 -1.71604  0.0325
15 H 1.40011 -0.59646 1.78937  0.0001
16 H 1.36503 -1.70113 0.13078  0.0004
17 H 4.40600 1.29349 -0.04348  -0.0001
18 H 3.68527 -1.44808 -0.14784  -0.0001
19 H 2.15402 1.01728 0.46617  -0.0001
20 H -1.68099 -1.41332 1.92602  -0.0001
21 H -2.75405 -2.33443 2.79995  0.0000
22 H -2.97471 -2.10388 1.12893  0.0000

The multiplicity is 2. Its total charge is +2. Its LUMO energy (spin up / spin down) is -12.41 / -12.40 eV. The calculation puts the HOMO energy (spin up / spin down) at -15.92 / -15.91 eV.

=====

Of them, 1 has the highest stability.

=====

1 | Formula: ClHf
Source: OMol25
Level of theory: ωB97M-V/def2-TZVPD

Each line ends with the Mulliken charge.
CARTESIAN COORDINATES (ANGSTROEM)
1 Hf -4.01447 10.81943 -16.07823  2.6052
2 Cl -4.75805 13.31567 -16.09055  0.3948

Its total charge is +3. Its LUMO energy is -21.75 eV. The calculation puts the HOMO energy at -28.88 eV.

=====

2 | Formula: ClHf
Source: OMol25
Level of theory: ωB97M-V/def2-TZVPD

Each line ends with the Mulliken charge.
CARTESIAN COORDINATES (ANGSTROEM)
1 Hf -9.95490 6.78258 -10.85411  2.6210
2 Cl -9.06588 4.41754 -9.75261  0.3790

Its total charge is +3. Its LUMO energy is -21.78 eV. The calculation puts the HOMO energy at -28.27 eV.

=====

Of them, 1 has the highest stability.